Computed, not measured: a cluster of 2 separate species, C2H6BrO2P in total at a distorted geometry, with ωB97M-V/def2-TZVPD.

Properties
- 2S+1: 3
- Relative energy (zero: lowest compared OMol25 entry of this formula, charge and spin): 37.6 kJ/mol
- E_HOMO (alpha / beta): -0.2983 / -0.4089 Ha

Bonds (Å) are listed after each position.
Element x y z (Å)
1 Br -3.24999 0.69294 0.65954  no bonds
2 P 1.46830 0.34180 -0.40349  O3 1.615, O4 1.456, C5 1.836
3 O 1.07559 -0.71473 0.75361  P2 1.615, C6 1.403
4 O 2.77469 0.14227 -1.01560  P2 1.456
5 C 0.02901 0.36032 -1.54308  P2 1.836, H10 1.135, H11 1.112, H12 1.111
6 C -0.12424 -0.58993 1.47069  O3 1.403, H7 1.132, H8 1.216, H9 1.102
7 H -0.17148 -1.15854 2.44871  C6 1.132
8 H -0.37075 0.55792 1.78612  C6 1.216
9 H -1.06440 -0.90228 0.98710  C6 1.102
10 H 0.24263 1.31106 -2.12442  C5 1.135
11 H -0.85735 0.51652 -0.88964  C5 1.112
12 H 0.24798 -0.55734 -2.12954  C5 1.111